1.
{"formula": "C2H6N2S2", "method": "ωB97M-V with the def2-TZVPD basis set", "species": ["C", "C", "N", "N", "S", "S", "H", "H", "H", "H", "H", "H"], "positions_angstrom": [[1.9936, -0.9555, 0.0443], [0.7677, -0.1722, 0.3864], [-0.9210, 1.1488, -0.4920], [0.3301, 0.6508, -0.4621], [-2.2589, 0.6408, 0.6269], [-2.9223, -1.0349, -0.1524], [2.5425, -0.2486, -0.5288], [1.7911, -1.8102, -0.4610], [2.4919, -1.1623, 0.8869], [0.1351, -0.4912, 1.2749], [-0.9103, 1.9034, -1.1316], [-3.0395, 1.5311, 0.0084]], "e_homo_ev": -8.6695, "largest_force_ev_per_a": 4.086, "lumo_ev": 0.22}

2.
{"formula": "C2H6N2S2", "method": "ωB97M-V with the def2-TZVPD basis set", "species": ["C", "S", "N", "C", "N", "S", "H", "H", "H", "H", "H", "H"], "positions_angstrom": [[-3.0568, -0.1963, 0.2216], [-1.3403, -0.5423, -0.2223], [-0.7308, 1.0029, 0.0499], [0.5009, 1.3851, -0.0089], [1.7639, 0.8122, -0.0337], [2.2082, -0.8238, 0.1472], [-3.2861, 0.5703, -0.4884], [-3.1565, 0.1656, 1.2472], [-3.6410, -1.1464, 0.1562], [0.6283, 2.4427, 0.2043], [2.4277, 1.2864, -0.6810], [1.2450, -1.3004, -0.6273]], "e_homo_ev": -7.9284, "largest_force_ev_per_a": 1.913, "lumo_ev": 0.65}

3.
{"formula": "C2H6N3", "method": "ωB97M-V with the def2-TZVPD basis set", "species": ["N", "C", "N", "C", "N", "H", "H", "H", "H", "H", "H"], "positions_angstrom": [[0.3596, 0.0210, 1.6977], [0.4214, -0.4797, 0.5132], [1.0648, 0.1755, -0.7220], [-0.1944, -0.0947, -0.7487], [-1.3565, 0.1505, -1.3091], [1.1103, -0.2638, 2.3137], [-0.3105, 0.7357, 2.0590], [0.8612, -1.4647, 0.4809], [1.8477, 0.7492, -1.1705], [-2.2528, -0.2702, -0.9838], [-1.5509, 0.7413, -2.1305]], "e_homo_ev": -14.6862, "largest_force_ev_per_a": 5.066, "lumo_ev": -3.38, "total_charge": 1}

no.,energy (a.u.)
1,-985.56867
2,-985.62715
3,-243.75789